# C43H61BN11OS3Tl

A structure of composition C43H61BN11OS3Tl (wB97M-V/def2-TZVPD, the Open Molecules 2025 dataset).

Geometry (Å):
Tl1 0.043 0.219 0.224
C1 0.891 -1.667 -4.045
C2 0.261 -0.267 -4.026
C3 0.219 0.324 -5.434
C4 -1.107 -0.353 -3.417
C5 -2.323 -0.614 -4.076
C6 -3.250 -0.698 -3.062
N1 -2.616 -0.501 -1.893
N2 -1.299 -0.287 -2.104
B1 -3.302 -0.532 -0.513
N3 -2.740 -1.667 0.390
C7 -3.533 -2.549 1.026
C8 -2.736 -3.508 1.614
C9 -1.425 -3.132 1.269
N4 -1.441 -2.015 0.548
C10 -0.144 -3.852 1.599
C11 -0.410 -5.308 1.977
C12 0.611 -3.148 2.732
N5 -3.265 0.848 0.198
C13 -4.344 1.643 0.284
C14 -4.027 2.721 1.073
C15 -2.691 2.508 1.458
N6 -2.232 1.380 0.905
C16 -1.960 3.407 2.425
C17 -0.439 3.342 2.346
C18 -2.436 3.109 3.855
H1 1.858 -1.662 -4.556
H2 0.236 -2.358 -4.579
H3 1.026 -2.048 -3.030
H4 0.867 0.388 -3.395
H5 -0.289 -0.356 -6.123
H6 1.232 0.481 -5.811
H7 -0.308 1.280 -5.444
H8 -2.496 -0.715 -5.136
H9 -4.312 -0.886 -3.104
H10 -4.462 -0.782 -0.703
H11 -4.607 -2.450 1.013
H12 -3.058 -4.366 2.179
H13 0.484 -3.833 0.703
H14 -0.977 -5.364 2.909
H15 0.534 -5.835 2.129
H16 -0.974 -5.825 1.199
H17 -0.040 -3.031 3.601
H18 0.940 -2.158 2.415
H19 1.482 -3.732 3.045
H20 -5.263 1.388 -0.221
H21 -4.663 3.546 1.352
H22 -2.276 4.425 2.183
H23 -0.094 2.310 2.371
H24 0.004 3.877 3.190
H25 -0.074 3.795 1.430
H26 -2.069 2.133 4.184
H27 -3.527 3.102 3.914
H28 -2.060 3.870 4.543
S1 0.892 3.184 -1.113
C19 2.530 3.077 -1.361
N7 3.105 3.003 -2.575
C20 4.544 2.772 -2.683
C21 5.235 3.670 -1.699
N8 4.746 3.356 -0.360
C22 5.753 3.345 0.695
C23 6.714 2.188 0.543
C24 8.087 2.393 0.518
C25 8.957 1.318 0.376
C26 8.457 0.030 0.261
C27 7.083 -0.183 0.291
C28 6.216 0.891 0.425
C29 3.461 3.012 -0.152
S2 2.868 2.563 1.329
C30 2.352 3.007 -3.829
C31 2.422 4.344 -4.529
C32 1.774 5.460 -3.999
C33 1.858 6.687 -4.639
C34 2.584 6.815 -5.818
C35 3.216 5.707 -6.359
C36 3.136 4.478 -5.714
H29 4.860 3.003 -3.699
H30 4.766 1.725 -2.461
H31 5.041 4.721 -1.935
H32 6.310 3.497 -1.721
H33 5.225 3.271 1.640
H34 6.292 4.295 0.665
H35 8.485 3.399 0.615
H36 10.026 1.490 0.353
H37 9.135 -0.806 0.137
H38 6.681 -1.188 0.214
H39 5.141 0.729 0.421
H40 1.322 2.745 -3.599
H41 2.782 2.234 -4.469
H42 1.200 5.357 -3.086
H43 1.348 7.546 -4.219
H44 2.650 7.775 -6.315
H45 3.770 5.795 -7.285
H46 3.627 3.613 -6.147
C37 3.735 -4.367 0.913
S3 3.309 -2.871 -0.006
C38 3.812 -1.716 1.288
O1 4.321 -2.758 -1.097
H47 4.795 -4.324 1.159
H48 3.522 -5.222 0.274
H49 3.121 -4.414 1.813
H50 4.896 -1.774 1.392
H51 3.306 -1.986 2.217
H52 3.511 -0.712 0.980
N9 3.947 -0.164 -2.857
N10 3.094 0.067 -1.725
H53 3.459 -0.706 -3.563
H54 4.695 -0.757 -2.522
H55 2.642 -0.793 -1.433
H56 2.357 0.695 -2.016
C39 -0.496 -0.761 5.742
C40 -1.572 -0.838 4.873
C41 -1.401 -0.409 3.564
N11 -0.242 0.061 3.106
C42 0.784 0.150 3.950
C43 0.707 -0.249 5.275
H57 -0.591 -1.104 6.764
H58 -2.532 -1.215 5.199
H59 -2.220 -0.440 2.850
H60 1.701 0.567 3.542
H61 1.564 -0.153 5.929

Calculated values
total energy = -3744.669831 hartree
LUMO energy = -0.327 eV
maximum force = 0.5 eV/Å
HOMO level = -7.75 eV
HOMO-LUMO gap = 7.42 eV

Results of the Mulliken charge analysis, in e, for atoms 1 through 99: atom 1 (Tl): 0.439, atom 2 (C): -1.787, atom 3 (C): 3.589, atom 4 (C): -1.942, atom 5 (C): -0.523, atom 6 (C): -1.311, atom 7 (C): -0.416, atom 8 (N): 0.124, atom 9 (N): 0.703, atom 10 (B): -0.347, atom 11 (N): 0.628, atom 12 (C): -0.531, atom 13 (C): -1.393, atom 14 (C): -0.260, atom 15 (N): -0.333, atom 16 (C): 1.829, atom 17 (C): -1.943, atom 18 (C): -0.795, atom 19 (N): 0.122, atom 20 (C): -0.221, atom 21 (C): -1.607, atom 22 (C): -0.412, atom 23 (N): 0.829, atom 24 (C): 0.701, atom 25 (C): -0.569, atom 26 (C): -1.401, atom 27 (H): 0.367, atom 28 (H): 0.422, atom 29 (H): 0.306, atom 30 (H): -1.476, atom 31 (H): 0.433, atom 32 (H): 0.391, atom 33 (H): 0.417, atom 34 (H): 0.409, atom 35 (H): 0.496, atom 36 (H): -0.228, atom 37 (H): 0.534, atom 38 (H): 0.423, atom 39 (H): -0.058, atom 40 (H): 0.349, atom 41 (H): 0.426, atom 42 (H): 0.431, atom 43 (H): 0.295, atom 44 (H): -0.371, atom 45 (H): 0.558, atom 46 (H): 0.513, atom 47 (H): 0.529, atom 48 (H): 0.410, atom 49 (H): -0.344, atom 50 (H): 0.465, atom 51 (H): 0.020, atom 52 (H): 0.155, atom 53 (H): 0.419, atom 54 (H): 0.424, atom 55 (S): 0.075, atom 56 (C): 0.093, atom 57 (N): 0.669, atom 58 (C): -0.495, atom 59 (C): -1.050, atom 60 (N): 0.192, atom 61 (C): -1.545, atom 62 (C): 0.387, atom 63 (C): -0.418, atom 64 (C): -0.599, atom 65 (C): -0.656, atom 66 (C): -0.281, atom 67 (C): 0.681, atom 68 (C): 0.270, atom 69 (S): -0.246, atom 70 (C): -1.454, atom 71 (C): -0.103, atom 72 (C): -0.079, atom 73 (C): -0.816, atom 74 (C): -0.369, atom 75 (C): -0.798, atom 76 (C): -0.138, atom 77 (H): 0.573, atom 78 (H): 0.218, atom 79 (H): 0.293, atom 80 (H): 0.555, atom 81 (H): 0.438, atom 82 (H): 0.431, atom 83 (H): 0.363, atom 84 (H): 0.362, atom 85 (H): 0.411, atom 86 (H): 0.395, atom 87 (H): -0.118, atom 88 (H): 0.770, atom 89 (H): 0.403, atom 90 (H): 0.435, atom 91 (H): 0.402, atom 92 (H): 0.385, atom 93 (H): 0.379, atom 94 (H): 0.401, atom 95 (C): -1.033, atom 96 (S): 0.672, atom 97 (C): -0.491, atom 98 (O): -0.644, atom 99 (H): 0.394

# C48H39ClCrN2O4PS2

A structure of composition C48H39ClCrN2O4PS2 (wB97M-V/def2-TZVPD, the Open Molecules 2025 dataset).

Geometry (Å):
Cr1 0.337 -0.229 0.051
C1 -2.498 1.570 2.850
C2 -1.247 1.029 2.211
N1 -1.304 0.464 1.036
N2 -2.627 0.396 0.535
C3 -2.803 0.244 -0.751
S1 -1.707 0.025 -2.025
S2 -4.524 0.324 -1.265
C4 -4.989 1.942 -0.551
C5 -4.343 3.074 -1.317
C6 -3.098 3.580 -0.945
C7 -2.466 4.552 -1.713
C8 -3.071 5.035 -2.865
C9 -4.321 4.550 -3.236
C10 -4.947 3.578 -2.468
C11 0.008 1.192 2.954
C12 -0.024 1.329 4.354
C13 1.119 1.560 5.085
C14 2.339 1.691 4.411
C15 2.401 1.568 3.042
C16 1.247 1.293 2.289
O1 1.355 1.134 0.977
H1 -3.123 2.045 2.108
H2 -2.247 2.290 3.622
H3 -3.091 0.760 3.283
H4 -4.707 1.925 0.497
H5 -6.076 1.973 -0.631
H6 -2.615 3.207 -0.053
H7 -1.496 4.935 -1.411
H8 -2.574 5.784 -3.470
H9 -4.806 4.928 -4.129
H10 -5.917 3.192 -2.769
H11 -0.969 1.216 4.875
H12 1.067 1.652 6.163
H13 3.247 1.876 4.975
H14 3.339 1.646 2.502
O2 0.730 1.340 -1.493
C17 2.004 1.292 -2.160
C18 2.672 -0.025 -1.687
O3 3.766 -0.330 -2.105
O4 1.968 -0.731 -0.843
C19 2.894 2.483 -1.769
C20 4.166 2.607 -2.329
C21 4.989 3.672 -1.997
C22 4.562 4.643 -1.098
C23 3.302 4.529 -0.534
C24 2.479 3.457 -0.867
C25 1.736 1.252 -3.677
C26 0.527 1.746 -4.165
C27 0.244 1.722 -5.526
C28 1.174 1.223 -6.427
C29 2.384 0.739 -5.950
C30 2.663 0.745 -4.588
H15 0.551 2.236 -1.193
H16 4.523 1.852 -3.016
H17 5.973 3.742 -2.447
H18 5.206 5.475 -0.838
H19 2.953 5.268 0.180
H20 1.521 3.409 -0.363
H21 -0.218 2.132 -3.485
H22 -0.711 2.094 -5.876
H23 0.955 1.208 -7.489
H24 3.124 0.351 -6.640
H25 3.590 0.316 -4.229
Cl1 0.967 -1.638 1.877
C31 0.135 -3.188 1.901
C32 0.195 -3.911 3.076
C33 -0.458 -5.132 3.125
C34 -1.139 -5.603 2.010
C35 -1.170 -4.855 0.843
C36 -0.528 -3.621 0.768
P1 -0.552 -2.509 -0.701
C37 -2.063 -3.135 -1.515
C38 -2.051 -3.884 -2.685
C39 -3.248 -4.367 -3.213
C40 -4.452 -4.110 -2.577
C41 -4.465 -3.372 -1.398
C42 -3.278 -2.893 -0.870
C43 0.801 -3.166 -1.730
C44 1.745 -4.062 -1.250
C45 2.822 -4.431 -2.051
C46 2.956 -3.908 -3.327
C47 2.012 -3.009 -3.810
C48 0.944 -2.633 -3.015
H26 0.735 -3.526 3.934
H27 -0.438 -5.710 4.041
H28 -1.652 -6.556 2.053
H29 -1.693 -5.231 -0.028
H30 -1.122 -4.103 -3.189
H31 -3.228 -4.948 -4.127
H32 -5.380 -4.485 -2.995
H33 -5.400 -3.162 -0.892
H34 -3.298 -2.316 0.050
H35 1.654 -4.477 -0.254
H36 3.565 -5.120 -1.665
H37 3.801 -4.192 -3.944
H38 2.117 -2.581 -4.802
H39 0.231 -1.902 -3.383

Calculated values
total energy = -4905.459024 hartree
LUMO energy (alpha / beta) = -0.507 / -0.247 eV
maximum force = 1.6 eV/Å
spin multiplicity = 4
HOMO level (alpha / beta) = -7.35 / -7.62 eV
HOMO-LUMO gap (alpha / beta) = 6.85 / 7.37 eV

Calculated atomic charges, method Mulliken, unit e: atom 1 (Cr): 0.631, atom 2 (C): -1.617, atom 3 (C): 0.782, atom 4 (N): 1.541, atom 5 (N): -1.042, atom 6 (C): 0.281, atom 7 (S): -0.264, atom 8 (S): -0.128, atom 9 (C): -1.075, atom 10 (C): 0.596, atom 11 (C): 0.322, atom 12 (C): -0.637, atom 13 (C): -0.545, atom 14 (C): -0.573, atom 15 (C): -0.587, atom 16 (C): 0.702, atom 17 (C): -0.889, atom 18 (C): -0.971, atom 19 (C): -0.671, atom 20 (C): -0.623, atom 21 (C): -0.474, atom 22 (O): 0.282, atom 23 (H): 0.072, atom 24 (H): 0.598, atom 25 (H): 0.285, atom 26 (H): 0.159, atom 27 (H): 0.551, atom 28 (H): 0.192, atom 29 (H): 0.472, atom 30 (H): 0.406, atom 31 (H): 0.379, atom 32 (H): 0.375, atom 33 (H): 0.493, atom 34 (H): 0.407, atom 35 (H): 0.433, atom 36 (H): 0.557, atom 37 (O): 0.438, atom 38 (C): 3.002, atom 39 (C): -0.660, atom 40 (O): -0.706, atom 41 (O): -0.289, atom 42 (C): 0.033, atom 43 (C): -0.293, atom 44 (C): -0.819, atom 45 (C): -0.556, atom 46 (C): -1.195, atom 47 (C): -0.054, atom 48 (C): 0.040, atom 49 (C): -0.515, atom 50 (C): -1.098, atom 51 (C): -0.539, atom 52 (C): -1.002, atom 53 (C): -0.148, atom 54 (H): -0.260, atom 55 (H): 0.310, atom 56 (H): 0.415, atom 57 (H): 0.392, atom 58 (H): 0.434, atom 59 (H): 0.357, atom 60 (H): 0.588, atom 61 (H): 0.465, atom 62 (H): 0.398, atom 63 (H): 0.409, atom 64 (H): 0.438, atom 65 (Cl): -0.131, atom 66 (C): 0.493, atom 67 (C): -0.560, atom 68 (C): -0.554, atom 69 (C): -0.802, atom 70 (C): -0.481, atom 71 (C): -1.007, atom 72 (P): 2.126, atom 73 (C): 0.493, atom 74 (C): -0.463, atom 75 (C): -0.716, atom 76 (C): -0.675, atom 77 (C): -0.606, atom 78 (C): -0.521, atom 79 (C): 0.562, atom 80 (C): -0.714, atom 81 (C): -0.696, atom 82 (C): -0.767, atom 83 (C): -0.623, atom 84 (C): -0.506, atom 85 (H): 0.539, atom 86 (H): 0.393, atom 87 (H): 0.430, atom 88 (H): 0.528, atom 89 (H): 0.389, atom 90 (H): 0.429, atom 91 (H): 0.379, atom 92 (H): 0.478, atom 93 (H): 0.408, atom 94 (H): 0.376, atom 95 (H): 0.408, atom 96 (H): 0.371, atom 97 (H): 0.433, atom 98 (H): 0.585

# C5H14N2

The ion C5H14N2 with charge +1 (wB97M-V/def2-TZVPD, the Open Molecules 2025 dataset).

Geometry (Å):
C1 -1.868 1.277 -0.331
N1 -0.865 0.391 -0.938
C2 0.485 0.715 -0.344
C3 1.688 -0.070 -0.810
C4 1.778 -1.516 -0.338
N2 2.229 -1.652 1.080
C5 -2.430 0.625 0.970
H1 -2.567 1.620 -1.127
H2 -1.345 2.168 0.016
H3 -1.429 -0.381 -1.325
H4 0.516 1.762 -0.632
H5 0.353 0.646 0.751
H6 1.681 0.013 -1.906
H7 2.548 0.450 -0.363
H8 0.793 -2.010 -0.411
H9 2.438 -2.011 -1.045
H10 1.871 -0.904 1.680
H11 1.859 -2.543 1.407
H12 -1.626 0.445 1.731
H13 -3.219 1.278 1.278
H14 -2.892 -0.302 0.655

Calculated values
total energy = -308.068907 hartree
LUMO energy (alpha / beta) = -3.058 / -7.529 eV
maximum force = 2.7 eV/Å
spin multiplicity = 2
charge = +1
HOMO level (alpha / beta) = -12.88 / -12.86 eV
HOMO-LUMO gap (alpha / beta) = 9.82 / 5.33 eV

Calculated atomic charges, method Mulliken, unit e: atom 1 (C): -0.609, atom 2 (N): 0.031, atom 3 (C): -0.394, atom 4 (C): -0.864, atom 5 (C): -0.362, atom 6 (N): -0.590, atom 7 (C): -0.872, atom 8 (H): 0.445, atom 9 (H): 0.316, atom 10 (H): 0.367, atom 11 (H): 0.360, atom 12 (H): 0.354, atom 13 (H): 0.404, atom 14 (H): 0.370, atom 15 (H): 0.302, atom 16 (H): 0.291, atom 17 (H): 0.204, atom 18 (H): 0.260, atom 19 (H): 0.298, atom 20 (H): 0.350, atom 21 (H): 0.340